1.
A structure of composition C33H38BN10O2Zr in a non-equilibrium geometry. Source: OMol25; level of theory: ωB97M-V with the def2-TZVPD basis set.

Last column: Mulliken charge in e.
Cartesian coordinates (Å):
Zr1 0.25 1.10 1.30  0.73
C1 2.88 -1.28 -5.08  -1.46
C2 2.46 -1.01 -3.64  0.53
C3 2.23 -2.11 -2.78  -0.40
C4 1.61 -1.95 -1.50  0.17
C5 1.31 -2.99 -0.63  -1.42
N1 0.79 -4.22 -0.90  -0.10
C6 0.21 -4.73 -2.18  -0.97
C7 -0.95 -3.91 -2.72  0.36
C8 -2.33 -4.03 -1.97  -1.05
N2 -2.27 -3.44 -0.62  -0.08
C9 -2.28 -2.14 -0.25  -0.32
C10 -2.47 -1.00 -1.04  0.77
C11 -3.01 -0.99 -2.36  -0.58
C12 -3.32 0.21 -3.01  -0.32
C13 -4.05 0.17 -4.31  -1.79
C14 -2.89 1.43 -2.45  -0.65
C15 -2.23 1.42 -1.24  1.07
C16 -1.78 2.69 -0.74  -0.80
N3 -1.02 2.85 0.30  0.32
C17 -0.54 4.25 0.68  -0.99
C18 0.77 4.64 0.01  -0.63
C19 1.89 3.64 0.15  -1.18
N4 1.54 2.25 -0.16  0.71
C20 2.03 1.83 -1.32  -0.48
C21 1.95 0.50 -1.79  0.72
C22 2.17 0.29 -3.19  -1.30
C23 1.59 -0.62 -0.92  0.23
O1 1.21 -0.47 0.33  -0.82
C24 -2.10 0.21 -0.44  0.35
O2 -1.44 0.17 0.70  -0.58
H1 2.56 -0.46 -5.73  0.39
H2 3.97 -1.36 -5.08  0.34
H3 2.42 -2.21 -5.40  0.40
H4 2.37 -3.14 -3.11  0.63
H5 1.41 -2.79 0.39  1.76
H6 0.52 -4.82 -0.11  0.39
H7 1.02 -4.80 -2.93  0.35
H8 -0.17 -5.78 -1.94  0.41
H9 -0.61 -2.82 -2.75  -0.03
H10 -1.02 -4.18 -3.82  0.48
H11 -3.17 -3.63 -2.60  0.21
H12 -2.57 -5.11 -1.90  0.53
H13 -2.39 -4.11 0.12  0.37
H14 -2.09 -1.91 0.84  0.69
H15 -3.55 -1.90 -2.64  0.39
H16 -4.71 -0.66 -4.60  0.39
H17 -4.79 1.06 -4.43  0.36
H18 -3.34 0.18 -5.14  0.37
H19 -3.11 2.34 -2.98  0.60
H20 -2.12 3.56 -1.29  0.54
H21 -1.36 5.01 0.48  0.56
H22 -0.45 4.24 1.78  0.22
H23 0.48 4.71 -1.05  0.32
H24 1.12 5.69 0.25  0.42
H25 2.78 3.94 -0.52  0.60
H26 2.30 3.69 1.16  0.36
H27 2.48 2.59 -1.95  0.62
H28 1.90 1.12 -3.87  0.46
C25 -2.55 2.57 4.65  -1.18
C26 -2.18 2.53 3.29  -0.18
N5 -0.86 2.10 3.18  0.48
N6 -0.51 1.66 4.45  -0.40
C27 -1.45 2.04 5.33  -0.08
B1 0.83 0.84 4.73  0.04
N7 0.60 -0.60 4.09  -0.15
C28 0.69 -1.84 4.64  -0.14
C29 0.53 -2.84 3.66  -1.77
C30 0.23 -2.12 2.51  -0.34
N8 0.28 -0.76 2.75  0.78
N9 2.07 1.61 4.00  -0.32
C31 3.28 2.02 4.40  -0.05
C32 4.22 2.01 3.32  -1.21
C33 3.41 1.60 2.22  -0.41
N10 2.11 1.50 2.58  0.60
H29 -3.45 2.99 5.14  0.43
H30 -2.73 3.00 2.41  0.34
H31 -1.33 1.88 6.38  0.48
H32 1.01 0.85 5.91  -0.05
H33 0.97 -1.93 5.68  0.49
H34 0.61 -3.94 3.79  0.43
H35 0.05 -2.44 1.49  0.69
H36 3.44 2.18 5.49  0.42
H37 5.14 2.53 3.30  0.43
H38 3.58 1.37 1.20  0.56

Properties
total energy: -55770.7179 eV
total charge: +3

---

2.
A structure of composition C33H38Cl2F6N4O5PS2Ta in a non-equilibrium geometry. Source: OMol25; level of theory: ωB97M-V with the def2-TZVPD basis set.

Last column: Mulliken charge in e.
Cartesian coordinates (Å):
Ta1 -0.03 -0.45 0.16  1.59
F1 -2.12 -4.51 0.15  -0.21
C1 -2.54 -3.26 0.25  0.66
F2 -3.83 -3.18 -0.03  -0.20
F3 -2.33 -2.82 1.48  -0.04
S1 -1.66 -2.26 -1.06  1.04
O1 -1.90 -0.85 -0.43  -0.73
O2 -2.35 -2.79 -2.19  -0.62
N1 -0.15 -2.70 -0.49  -0.56
S2 1.36 -2.53 -1.04  0.90
O3 1.70 -2.62 -2.41  -0.53
O4 1.80 -1.27 -0.28  -0.78
C2 2.22 -3.97 -0.21  0.47
F4 2.19 -3.84 1.10  -0.09
F5 1.60 -5.06 -0.59  -0.17
F6 3.46 -3.95 -0.65  -0.17
C3 0.61 0.29 -6.77  -0.90
N2 0.07 -0.51 -5.67  0.06
N3 0.12 -0.12 -4.35  0.88
C4 -0.42 -1.11 -3.60  -0.32
O5 -0.50 -1.00 -2.29  0.06
C5 -0.82 -2.13 -4.46  -0.73
C6 -0.51 -1.71 -5.74  0.44
C7 -0.73 -2.41 -7.04  -1.80
C8 0.88 1.04 -3.97  -1.03
C9 0.40 2.30 -4.31  0.24
C10 1.22 3.40 -4.09  -0.93
C11 2.48 3.23 -3.54  -0.55
C12 2.93 1.96 -3.17  -0.90
C13 2.12 0.86 -3.39  0.29
H1 1.43 0.90 -6.41  0.37
H2 -0.16 0.92 -7.20  0.30
H3 0.98 -0.40 -7.52  0.38
H4 -1.30 -3.05 -4.20  0.59
H5 -1.21 -3.36 -6.86  0.39
H6 0.22 -2.59 -7.54  0.39
H7 -1.36 -1.81 -7.70  0.37
H8 -0.58 2.41 -4.75  0.64
H9 0.87 4.39 -4.37  0.49
H10 3.13 4.08 -3.41  0.48
H11 3.91 1.83 -2.75  0.48
H12 2.46 -0.14 -3.16  0.54
C14 -0.78 2.53 2.98  -1.90
C15 0.10 1.47 3.67  2.44
C16 -0.35 1.46 5.14  -1.52
C17 1.58 1.84 3.56  -1.97
P1 -0.22 -0.20 2.89  -0.15
C18 -1.99 -0.48 3.17  0.95
C19 -2.52 -1.25 4.21  -0.28
C20 -3.89 -1.41 4.33  -0.77
C21 -4.75 -0.80 3.43  -0.86
C22 -4.24 -0.02 2.40  -0.81
C23 -2.87 0.14 2.28  -0.34
C24 0.83 -1.54 3.65  2.13
C25 0.27 -2.89 3.17  -1.66
C26 2.27 -1.38 3.14  -1.82
C27 0.89 -1.54 5.19  -1.89
H13 -0.48 3.51 3.36  0.64
H14 -1.83 2.39 3.22  0.38
H15 -0.68 2.56 1.90  0.28
H16 -0.28 2.48 5.50  0.53
H17 0.27 0.84 5.78  0.30
H18 -1.39 1.15 5.25  0.34
H19 1.69 2.90 3.81  0.57
H20 1.98 1.70 2.56  0.21
H21 2.18 1.28 4.27  0.34
H22 -1.87 -1.73 4.93  0.14
H23 -4.28 -2.02 5.14  0.51
H24 -5.82 -0.94 3.53  0.46
H25 -4.91 0.47 1.71  0.52
H26 -2.50 0.76 1.47  0.22
H27 0.26 -2.98 2.08  -0.01
H28 0.92 -3.68 3.56  0.71
H29 -0.74 -3.09 3.53  0.29
H30 2.34 -1.20 2.07  0.17
H31 2.81 -2.31 3.35  0.56
H32 2.80 -0.58 3.64  0.37
H33 -0.08 -1.51 5.67  0.31
H34 1.48 -0.71 5.56  0.39
H35 1.39 -2.46 5.50  0.56
Cl1 3.37 2.55 0.44  -0.14
C28 1.89 3.30 -0.05  0.54
C29 1.89 4.66 -0.33  -0.78
C30 0.73 5.27 -0.78  -0.64
C31 -0.42 4.53 -1.02  -0.88
C32 -0.41 3.18 -0.72  1.80
Cl2 -1.82 2.23 -1.03  -0.11
C33 0.72 2.55 -0.19  -0.95
N4 0.60 1.22 0.16  0.49
H36 2.80 5.23 -0.18  0.52
H37 0.74 6.33 -0.99  0.44
H38 -1.31 5.00 -1.41  0.54

Properties
relative energy (zero: lowest compared OMol25 entry of this formula, charge and spin): 160.3 kJ/mol
total charge: +2

---

3.
A structure of composition C33H38Cl2N4O6PTi in a non-equilibrium geometry. Source: OMol25; level of theory: ωB97M-V with the def2-TZVPD basis set.

Last column: Mulliken charge in e.
Cartesian coordinates (Å):
Ti1 0.07 -0.25 -0.53  -0.65
C1 -0.17 3.06 1.40  -0.79
N1 -1.59 2.99 1.18  1.06
C2 -2.17 4.08 0.44  -1.40
C3 -3.28 3.55 -0.47  -0.52
C4 -2.74 2.79 -1.71  -0.95
N2 -1.35 2.43 -1.61  0.61
C5 -0.63 2.74 -2.61  -0.48
C6 0.78 2.50 -2.77  1.11
C7 1.40 3.08 -3.89  -0.94
C8 2.73 2.91 -4.16  -0.87
C9 3.51 2.15 -3.29  -0.61
C10 2.94 1.59 -2.17  -0.74
C11 1.57 1.72 -1.87  0.33
O1 1.10 1.18 -0.78  -0.12
C12 -2.38 2.48 2.27  -1.40
C13 -2.56 0.95 2.22  -0.14
C14 -2.52 0.37 0.79  -0.54
N3 -1.42 -0.54 0.67  1.60
C15 -1.61 -1.85 0.77  -1.37
C16 -0.54 -2.77 0.91  0.24
C17 -0.75 -4.16 1.06  -1.00
C18 0.27 -5.01 1.39  -0.79
C19 1.55 -4.52 1.63  -0.90
C20 1.81 -3.17 1.45  0.00
C21 0.82 -2.29 1.04  1.02
O2 1.10 -1.02 0.80  1.15
H1 0.13 3.95 1.98  0.32
H2 0.34 3.08 0.43  -0.10
H3 0.15 2.16 1.92  -0.22
H4 -1.39 4.56 -0.15  0.48
H5 -2.59 4.86 1.11  0.50
H6 -3.90 4.38 -0.81  0.54
H7 -3.90 2.88 0.12  0.27
H8 -2.91 3.41 -2.62  0.65
H9 -3.31 1.87 -1.85  0.02
H10 -1.07 3.28 -3.47  -0.05
H11 0.79 3.70 -4.54  0.40
H12 3.17 3.37 -5.04  0.38
H13 4.56 2.01 -3.51  0.43
H14 3.55 1.02 -1.47  0.38
H15 -3.37 2.96 2.22  0.46
H16 -1.94 2.74 3.25  0.31
H17 -3.50 0.70 2.71  0.51
H18 -1.75 0.49 2.78  -0.26
H19 -2.30 1.19 0.10  -0.57
H20 -3.48 -0.11 0.53  0.53
H21 -2.63 -2.24 0.82  0.25
H22 -1.75 -4.54 0.92  0.42
H23 0.08 -6.07 1.47  0.37
H24 2.34 -5.19 1.95  0.40
H25 2.80 -2.77 1.62  0.16
Cl1 -3.40 -0.48 -3.97  -0.29
C22 -2.02 -1.51 -3.81  0.19
C23 -1.84 -2.58 -4.67  -0.71
C24 -0.75 -3.42 -4.51  0.88
Cl2 -0.60 -4.78 -5.59  -0.31
C25 0.23 -3.21 -3.52  0.00
C26 1.36 -4.01 -3.27  -1.36
C27 2.26 -3.58 -2.29  -0.74
C28 2.06 -2.40 -1.61  -0.50
N4 0.95 -1.63 -1.78  0.93
C29 0.05 -2.06 -2.71  0.37
C30 -1.10 -1.24 -2.78  -0.28
O3 -1.17 -0.29 -1.89  0.14
H26 -2.57 -2.77 -5.44  0.47
H27 1.51 -4.92 -3.82  0.38
H28 3.14 -4.18 -2.06  0.42
H29 2.81 -2.02 -0.93  0.39
C31 0.32 -2.13 4.24  -0.65
O4 1.28 -1.14 3.93  -0.59
P1 0.89 0.18 3.01  0.82
O5 2.42 0.75 2.96  -0.46
C32 3.44 0.16 2.20  -0.33
O6 0.39 1.23 4.19  -0.23
C33 1.09 1.54 5.38  -0.81
H30 -0.20 -1.88 5.18  0.28
H31 0.86 -3.07 4.38  0.24
H32 -0.41 -2.25 3.45  0.20
H33 4.23 0.91 2.08  0.35
H34 3.07 -0.16 1.22  -0.23
H35 3.86 -0.70 2.73  0.21
H36 0.84 0.83 6.17  0.24
H37 0.78 2.54 5.68  0.22
H38 2.17 1.53 5.22  0.28

Properties
relative energy (zero: lowest compared OMol25 entry of this formula, charge and spin): 199.0 kJ/mol
multiplicity: 3
<S²>: 2.052
total charge: -1

---

- What is the formula in the third record?
  C33H38Cl2N4O6PTi

---

- Which of these has the highest total charge?
  C33H38BN10O2Zr

---

- Number 1 is which compound?
  C33H38BN10O2Zr